# 1
2 unconnected molecules or ions with the total composition C24H29BN, computed with wB97M-V/def2-TZVPD.

Each line ends with the Löwdin charge.
Atoms and positions in Å:
C1 -2.24 -5.68 -1.91  -0.037
C2 -1.92 -4.28 -1.52  -0.244
C3 -1.06 -4.06 -0.44  -0.012
C4 -0.71 -2.78 -0.07  0.013
C5 -1.18 -1.65 -0.78  -0.182
C6 -0.77 -0.34 -0.37  0.051
C7 -1.31 0.81 -0.93  -0.059
C8 -1.35 2.04 -0.29  0.053
C9 -2.18 3.12 -0.72  -0.207
C10 -2.05 4.40 -0.12  0.004
C11 -2.74 5.49 -0.63  -0.016
C12 -3.58 5.33 -1.74  -0.240
C13 -4.24 6.52 -2.37  -0.037
C14 -3.81 4.05 -2.27  -0.015
C15 -3.14 2.96 -1.76  0.007
C16 -2.11 -1.88 -1.84  0.019
C17 -2.48 -3.17 -2.19  -0.011
H1 -2.96 -5.72 -2.73  0.084
H2 -1.35 -6.23 -2.23  0.099
H3 -2.66 -6.21 -1.06  0.097
H4 -0.67 -4.92 0.12  0.131
H5 -0.06 -2.62 0.79  0.080
H6 -0.14 -0.24 0.51  0.082
H7 -1.76 0.75 -1.93  0.104
H8 -0.70 2.20 0.57  0.141
H9 -1.38 4.52 0.73  0.124
H10 -2.62 6.48 -0.19  0.129
H11 -4.88 6.20 -3.20  0.083
H12 -4.86 7.08 -1.66  0.096
H13 -3.49 7.22 -2.77  0.099
H14 -4.51 3.94 -3.10  0.124
H15 -3.33 1.96 -2.17  0.111
H16 -2.55 -1.03 -2.36  0.110
H17 -3.21 -3.34 -2.98  0.125
C18 5.59 0.07 0.87  -0.032
C19 4.87 -0.75 1.89  -0.242
N1 3.53 -0.86 1.80  0.059
B1 2.76 -0.19 0.56  -0.316
H18 1.57 -0.55 0.39  -0.005
C20 2.86 -1.52 2.76  -0.235
C21 1.38 -1.57 2.67  -0.037
C22 3.54 -2.16 3.80  -0.006
C23 4.92 -2.09 3.89  -0.016
C24 5.59 -1.35 2.92  -0.001
H19 6.66 0.06 1.11  0.085
H20 5.45 -0.33 -0.14  0.088
H21 5.24 1.11 0.87  0.097
H22 2.74 1.02 0.66  0.035
H23 3.27 -0.49 -0.49  0.028
H24 0.97 -2.06 3.56  0.094
H25 0.93 -0.58 2.57  0.091
H26 1.08 -2.17 1.80  0.047
H27 2.92 -2.71 4.50  0.117
H28 5.47 -2.58 4.69  0.121
H29 6.67 -1.21 2.91  0.121

Calculated values
ΔE to the lowest compared entry with this formula, charge and spin: 0.0000 eV
DFT total energy: -1011.26978 hartree
Total charge: +1
Orbital gap: 6.387 eV
HOMO level: -11.38 eV

# 2
A molecular structure, C24H29BN4O4S5V, computed with wB97M-V/def2-TZVPD.

Each line ends with the Löwdin charge.
Atoms and positions in Å:
V1 -0.16 0.65 0.87  0.253
C1 -1.73 -1.43 3.11  -0.427
C2 -2.78 -0.67 2.31  -0.461
S1 -2.24 1.00 1.81  0.870
C3 -2.41 1.78 3.47  -0.473
C4 -2.15 3.28 3.39  -0.529
S2 -0.45 3.69 2.90  0.846
C5 0.46 3.10 4.37  -0.519
C6 1.89 2.74 4.00  -0.503
S3 2.05 1.50 2.66  0.896
C7 2.17 -0.06 3.60  -0.496
C8 0.83 -0.66 3.97  -0.473
S4 -0.02 -1.20 2.44  0.928
H1 -1.94 -2.49 3.08  0.084
H2 -1.73 -1.10 4.15  0.073
H3 -3.71 -0.58 2.86  0.085
H4 -2.97 -1.17 1.36  0.071
H5 -1.72 1.30 4.16  0.049
H6 -3.44 1.60 3.82  0.087
H7 -2.36 3.77 4.34  0.080
H8 -2.77 3.73 2.62  0.069
H9 -0.06 2.22 4.77  0.050
H10 0.44 3.88 5.12  0.079
H11 2.43 2.37 4.87  0.079
H12 2.41 3.62 3.62  0.071
H13 2.77 0.13 4.49  0.081
H14 2.72 -0.73 2.94  0.064
H15 0.20 0.06 4.49  0.054
H16 0.96 -1.53 4.62  0.087
N1 1.59 -2.55 -5.84  0.103
C9 1.91 -1.96 -4.63  -0.313
C10 1.40 -2.49 -3.44  -0.012
C11 1.78 -1.95 -2.23  -0.048
C12 2.65 -0.87 -2.19  -0.288
C13 3.15 -0.33 -3.36  -0.063
C14 2.80 -0.88 -4.57  -0.029
S5 2.90 -0.12 -0.61  0.615
O1 3.02 -1.16 0.38  -0.313
O2 3.95 0.86 -0.67  -0.289
N2 1.45 0.57 -0.28  -0.197
C15 0.99 1.62 -0.98  -0.451
N3 1.55 2.16 -2.06  0.165
C16 0.93 3.20 -2.60  -0.106
C17 -0.25 3.73 -2.09  -0.048
C18 -0.79 3.10 -0.99  -0.089
N4 -0.19 2.06 -0.43  -0.023
H17 0.76 -3.12 -5.86  0.088
H18 1.76 -2.02 -6.67  0.088
H19 0.70 -3.32 -3.47  0.108
H20 1.40 -2.35 -1.29  0.116
H21 3.81 0.53 -3.30  0.113
H22 3.19 -0.47 -5.49  0.108
H23 1.42 3.62 -3.47  0.112
H24 -0.72 4.59 -2.55  0.098
H25 -1.73 3.41 -0.55  0.121
O3 -1.70 -0.36 -1.63  0.136
B1 -1.04 -0.62 -0.41  -0.610
O4 -0.93 -2.03 -0.29  0.064
C19 -1.48 -2.59 -1.41  -0.230
C20 -1.61 -3.91 -1.76  -0.008
C21 -2.25 -4.19 -2.96  -0.108
C22 -2.74 -3.17 -3.77  -0.105
C23 -2.60 -1.83 -3.42  0.003
C24 -1.96 -1.56 -2.23  -0.211
H26 -1.24 -4.70 -1.11  0.119
H27 -2.38 -5.22 -3.28  0.097
H28 -3.23 -3.42 -4.70  0.096
H29 -2.97 -1.03 -4.05  0.117

Calculated values
2S+1: 2
DFT total energy: -4411.77712 hartree
Orbital gap (alpha / beta): 6.480 / 5.825 eV
HOMO level (alpha / beta): -6.36 / -5.69 eV

# 3
A molecular structure, C24H29BiBrCl2N2OS2, computed with wB97M-V/def2-TZVPD.

Each line ends with the Löwdin charge.
Atoms and positions in Å:
Bi1 -0.19 -0.13 -0.41  1.414
C1 1.20 -3.36 0.41  -0.181
C2 2.10 -2.23 0.89  -0.178
N1 2.12 -1.08 -0.06  -0.170
C3 3.01 -1.30 -1.23  -0.247
C4 2.56 -2.28 -2.32  -0.442
S1 0.85 -2.17 -2.95  0.831
C5 0.08 -3.71 -2.35  -0.449
C6 -0.76 -3.62 -1.07  -0.268
N2 -0.12 -2.85 0.01  -0.160
H1 1.14 -4.11 1.21  0.136
H2 1.65 -3.86 -0.45  0.088
H3 3.11 -2.61 1.06  0.133
H4 1.71 -1.86 1.84  0.097
H5 2.52 -0.29 0.44  0.094
H6 3.98 -1.65 -0.87  0.128
H7 3.17 -0.33 -1.69  0.079
H8 2.74 -3.32 -2.04  0.069
H9 3.19 -2.08 -3.19  0.079
H10 0.86 -4.46 -2.28  0.073
H11 -0.58 -4.02 -3.16  0.079
H12 -0.96 -4.65 -0.75  0.127
H13 -1.72 -3.15 -1.28  0.082
H14 -0.74 -2.82 0.82  0.097
Br1 -3.14 -0.88 0.18  0.825
C7 -2.95 -0.58 2.06  -0.562
C8 -4.10 -0.69 2.78  -0.124
C9 -4.07 -0.49 4.17  -0.057
C10 -2.89 -0.19 4.77  -0.019
C11 -1.69 -0.07 4.03  -0.153
C12 -0.50 0.27 4.70  -0.017
C13 0.66 0.44 4.01  -0.053
C14 0.66 0.27 2.61  -0.208
C15 -0.45 -0.11 1.89  -0.361
C16 -1.68 -0.26 2.61  -0.219
H15 -5.03 -0.93 2.28  0.103
H16 -4.99 -0.57 4.74  0.117
H17 -2.85 -0.03 5.85  0.122
H18 -0.53 0.42 5.78  0.124
H19 1.57 0.74 4.51  0.116
H20 1.60 0.48 2.11  0.065
Cl1 1.54 1.58 -2.90  0.700
C17 2.01 3.02 -2.05  -0.651
C18 2.93 3.84 -2.69  -0.119
C19 3.30 5.04 -2.12  -0.072
C20 2.75 5.41 -0.90  -0.108
C21 1.86 4.57 -0.25  -0.690
Cl2 1.25 5.09 1.28  0.681
C22 1.46 3.33 -0.80  -0.654
S2 0.39 2.34 0.21  0.523
H21 3.33 3.53 -3.65  0.107
H22 4.01 5.68 -2.62  0.116
H23 3.01 6.36 -0.45  0.110
C23 -3.73 2.04 -1.97  -0.098
C24 -3.08 1.04 -2.90  -0.321
O1 -1.64 1.17 -2.93  -0.203
H24 -4.76 1.73 -1.73  0.079
H25 -3.77 3.03 -2.42  0.080
H26 -3.17 2.11 -1.03  0.056
H27 -3.49 1.13 -3.91  0.115
H28 -3.27 0.01 -2.58  0.068
H29 -1.43 2.06 -3.23  0.072

Calculated values
ΔE to the lowest compared entry with this formula, charge and spin: 0.1848 eV
DFT total energy: -5621.86849 hartree
Total charge: +1
Orbital gap: 7.784 eV
HOMO level: -10.58 eV

# 4
2 unconnected molecules or ions with the total composition C24H29ClN2O2S, computed with wB97M-V/def2-TZVPD.

Each line ends with the Löwdin charge.
Atoms and positions in Å:
C1 -2.16 5.99 -1.51  -0.063
O1 -3.24 5.03 -1.47  -0.090
C2 -2.93 3.71 -1.33  -0.256
C3 -4.03 2.81 -1.31  0.013
C4 -3.80 1.47 -1.11  -0.005
C5 -2.48 0.97 -0.97  -0.215
C6 -2.27 -0.45 -0.73  0.001
C7 -1.46 -1.27 -1.47  -0.155
C8 -1.26 -2.69 -1.04  -0.050
N1 -0.17 -2.91 0.04  -0.172
C9 0.99 -3.73 -0.56  -0.082
C10 2.01 -4.03 0.50  -0.144
N2 1.62 -3.42 1.80  -0.136
C11 1.47 -1.95 1.63  -0.131
C12 0.39 -1.62 0.62  -0.071
C13 0.32 -4.00 2.23  -0.134
C14 -0.75 -3.75 1.19  -0.076
C15 -0.93 -0.81 -2.81  -0.384
C16 0.36 -1.44 -3.30  -0.016
O2 -1.51 0.01 -3.52  0.093
C17 -1.40 1.87 -1.04  -0.031
C18 -1.61 3.23 -1.18  -0.011
H1 -2.68 6.94 -1.65  0.090
H2 -1.59 6.01 -0.57  0.095
H3 -1.47 5.80 -2.35  0.094
H4 -5.03 3.21 -1.45  0.121
H5 -4.62 0.75 -1.10  0.127
H6 -2.82 -0.88 0.12  0.004
H7 -2.19 -3.08 -0.58  0.143
H8 -1.02 -3.36 -1.87  0.123
H9 0.53 -4.65 -0.96  0.136
H10 1.41 -3.14 -1.38  0.114
H11 2.11 -5.11 0.65  0.128
H12 2.99 -3.60 0.22  0.127
H13 1.20 -1.53 2.61  0.134
H14 2.43 -1.54 1.31  0.127
H15 0.80 -1.04 -0.22  0.126
H16 -0.45 -1.08 1.06  0.129
H17 0.46 -5.08 2.36  0.127
H18 0.03 -3.54 3.19  0.134
H19 -1.60 -3.18 1.60  0.071
H20 -1.09 -4.69 0.73  0.139
H21 0.27 -2.53 -3.38  0.076
H22 0.61 -1.06 -4.29  0.091
H23 1.19 -1.20 -2.62  0.081
H24 -0.38 1.49 -0.96  0.114
H25 -0.77 3.93 -1.20  0.102
Cl1 -7.62 1.79 4.01  0.647
C19 -6.06 1.13 4.24  -0.718
C20 -5.26 1.57 5.30  -0.143
C21 -3.99 1.00 5.47  -0.117
C22 -3.52 0.03 4.60  -0.153
C23 -4.29 -0.37 3.47  -0.820
S1 -3.72 -1.41 2.30  0.499
C24 -5.61 0.16 3.35  -0.174
H26 -5.64 2.34 5.98  0.087
H27 -3.37 1.33 6.31  0.094
H28 -2.54 -0.42 4.74  0.078
H29 -6.25 -0.18 2.54  0.083

Calculated values
DFT total energy: -2050.17617 hartree
Orbital gap: 5.501 eV
HOMO level: -5.80 eV

Repeat the second record exactly.
A molecular structure, C24H29BN4O4S5V, computed with wB97M-V/def2-TZVPD.

Each line ends with the Löwdin charge.
Atoms and positions in Å:
V1 -0.16 0.65 0.87  0.253
C1 -1.73 -1.43 3.11  -0.427
C2 -2.78 -0.67 2.31  -0.461
S1 -2.24 1.00 1.81  0.870
C3 -2.41 1.78 3.47  -0.473
C4 -2.15 3.28 3.39  -0.529
S2 -0.45 3.69 2.90  0.846
C5 0.46 3.10 4.37  -0.519
C6 1.89 2.74 4.00  -0.503
S3 2.05 1.50 2.66  0.896
C7 2.17 -0.06 3.60  -0.496
C8 0.83 -0.66 3.97  -0.473
S4 -0.02 -1.20 2.44  0.928
H1 -1.94 -2.49 3.08  0.084
H2 -1.73 -1.10 4.15  0.073
H3 -3.71 -0.58 2.86  0.085
H4 -2.97 -1.17 1.36  0.071
H5 -1.72 1.30 4.16  0.049
H6 -3.44 1.60 3.82  0.087
H7 -2.36 3.77 4.34  0.080
H8 -2.77 3.73 2.62  0.069
H9 -0.06 2.22 4.77  0.050
H10 0.44 3.88 5.12  0.079
H11 2.43 2.37 4.87  0.079
H12 2.41 3.62 3.62  0.071
H13 2.77 0.13 4.49  0.081
H14 2.72 -0.73 2.94  0.064
H15 0.20 0.06 4.49  0.054
H16 0.96 -1.53 4.62  0.087
N1 1.59 -2.55 -5.84  0.103
C9 1.91 -1.96 -4.63  -0.313
C10 1.40 -2.49 -3.44  -0.012
C11 1.78 -1.95 -2.23  -0.048
C12 2.65 -0.87 -2.19  -0.288
C13 3.15 -0.33 -3.36  -0.063
C14 2.80 -0.88 -4.57  -0.029
S5 2.90 -0.12 -0.61  0.615
O1 3.02 -1.16 0.38  -0.313
O2 3.95 0.86 -0.67  -0.289
N2 1.45 0.57 -0.28  -0.197
C15 0.99 1.62 -0.98  -0.451
N3 1.55 2.16 -2.06  0.165
C16 0.93 3.20 -2.60  -0.106
C17 -0.25 3.73 -2.09  -0.048
C18 -0.79 3.10 -0.99  -0.089
N4 -0.19 2.06 -0.43  -0.023
H17 0.76 -3.12 -5.86  0.088
H18 1.76 -2.02 -6.67  0.088
H19 0.70 -3.32 -3.47  0.108
H20 1.40 -2.35 -1.29  0.116
H21 3.81 0.53 -3.30  0.113
H22 3.19 -0.47 -5.49  0.108
H23 1.42 3.62 -3.47  0.112
H24 -0.72 4.59 -2.55  0.098
H25 -1.73 3.41 -0.55  0.121
O3 -1.70 -0.36 -1.63  0.136
B1 -1.04 -0.62 -0.41  -0.610
O4 -0.93 -2.03 -0.29  0.064
C19 -1.48 -2.59 -1.41  -0.230
C20 -1.61 -3.91 -1.76  -0.008
C21 -2.25 -4.19 -2.96  -0.108
C22 -2.74 -3.17 -3.77  -0.105
C23 -2.60 -1.83 -3.42  0.003
C24 -1.96 -1.56 -2.23  -0.211
H26 -1.24 -4.70 -1.11  0.119
H27 -2.38 -5.22 -3.28  0.097
H28 -3.23 -3.42 -4.70  0.096
H29 -2.97 -1.03 -4.05  0.117

Calculated values
2S+1: 2
DFT total energy: -4411.77712 hartree
Orbital gap (alpha / beta): 6.480 / 5.825 eV
HOMO level (alpha / beta): -6.36 / -5.69 eV